#P
{
  "formula": "C25H29N3O4",
  "method": "the ωB97M-V functional and the def2-TZVPD basis",
  "gap_ev": 7.527,
  "multiplicity": 1,
  "smiles": "CCOc1cc(N2CCOCC2)c(OCC)cc1NC(=O)c1cc(C)nc2ccccc12",
  "lumo_energy_ev": -0.01,
  "mol_weight_g_mol": 435.5,
  "e_homo_ev": -7.541,
  "species": ["C", "C", "O", "C", "C", "C", "N", "C", "C", "O", "C", "C", "C", "O", "C", "C", "C", "C", "N", "C", "O", "C", "C", "C", "C", "N", "C", "C", "C", "C", "C", "C", "H", "H", "H", "H", "H", "H", "H", "H", "H", "H", "H", "H", "H", "H", "H", "H", "H", "H", "H", "H", "H", "H", "H", "H", "H", "H", "H", "H", "H"],
  "positions_angstrom": [[2.3588, 2.0939, -3.1751], [0.9229, 1.8414, -3.6182], [-0.0428, 2.4483, -2.7702], [-0.0970, 1.9451, -1.4804], [0.5404, 2.6049, -0.4476], [0.4748, 2.1661, 0.8739], [1.1859, 2.8908, 1.8272], [0.8550, 4.2894, 2.0245], [2.0946, 5.0177, 2.5472], [2.5564, 4.4363, 3.7441], [2.8531, 3.0726, 3.5531], [1.6303, 2.2873, 3.0647], [-0.2782, 1.0029, 1.1447], [-0.4188, 0.6379, 2.4557], [-0.8123, -0.6797, 2.7869], [0.2655, -1.7076, 2.4627], [-0.9082, 0.3360, 0.1030], [-0.8348, 0.7863, -1.2087], [-1.5205, 0.1989, -2.2756], [-2.0179, -1.0484, -2.4806], [-2.6607, -1.2993, -3.4815], [-1.7322, -2.1022, -1.4572], [-2.7706, -2.6764, -0.7703], [-2.5062, -3.7023, 0.1654], [-3.6294, -4.3074, 0.9453], [-1.3014, -4.1538, 0.3891], [-0.2630, -3.6428, -0.3021], [1.0233, -4.1686, -0.0620], [2.1075, -3.6756, -0.7325], [1.9549, -2.6456, -1.6733], [0.7197, -2.1180, -1.9313], [-0.4165, -2.5950, -1.2511], [2.5492, 3.1622, -3.1116], [3.0433, 1.6557, -3.8963], [2.5388, 1.6467, -2.1994], [0.7417, 2.2892, -4.5985], [0.7448, 0.7591, -3.6883], [1.1130, 3.4885, -0.6813], [0.5242, 4.7327, 1.0863], [0.0464, 4.3894, 2.7673], [1.8647, 6.0586, 2.7810], [2.8877, 4.9797, 1.7843], [3.1903, 2.6963, 4.5203], [3.6655, 2.9695, 2.8169], [1.9174, 1.2528, 2.8825], [0.8499, 2.3148, 3.8386], [-1.7588, -0.9449, 2.3007], [-0.9861, -0.6395, 3.8655], [0.5444, -1.6452, 1.4130], [1.1514, -1.5259, 3.0662], [-0.1040, -2.7088, 2.6635], [-1.5185, -0.5243, 0.3156], [-1.6824, 0.8413, -3.0470], [-3.7840, -2.3386, -0.9285], [-4.3483, -4.7653, 0.2680], [-3.2401, -5.0632, 1.6207], [-4.1492, -3.5414, 1.5189], [1.1148, -4.9655, 0.6590], [3.0917, -4.0801, -0.5476], [2.8221, -2.2749, -2.1995], [0.6030, -1.3396, -2.6706]]
}

=====

#Q
{
  "formula": "C25H29N3O4",
  "method": "the ωB97M-V functional and the def2-TZVPD basis",
  "gap_ev": 9.021,
  "multiplicity": 1,
  "smiles": "COc1ccccc1CN1C[C@H](C(=O)NCc2ccc(N3CCCC3=O)cc2)CCC1=O",
  "lumo_energy_ev": 0.72,
  "mol_weight_g_mol": 435.5,
  "e_homo_ev": -8.302,
  "species": ["C", "O", "C", "C", "C", "C", "C", "C", "C", "N", "C", "C", "C", "O", "N", "C", "C", "C", "C", "C", "N", "C", "C", "C", "C", "O", "C", "C", "C", "C", "C", "O", "H", "H", "H", "H", "H", "H", "H", "H", "H", "H", "H", "H", "H", "H", "H", "H", "H", "H", "H", "H", "H", "H", "H", "H", "H", "H", "H", "H", "H"],
  "positions_angstrom": [[-4.9069, -0.9834, -2.3642], [-4.7342, -0.5891, -1.0206], [-3.9564, -1.3598, -0.2086], [-3.5000, -2.6294, -0.5428], [-2.7498, -3.3621, 0.3615], [-2.4290, -2.8334, 1.5982], [-2.8696, -1.5623, 1.9288], [-3.6358, -0.8198, 1.0466], [-4.1140, 0.5561, 1.4405], [-3.2563, 1.6252, 0.9555], [-3.4635, 2.1828, -0.3583], [-2.1390, 2.2357, -1.1353], [-1.6622, 0.8141, -1.4446], [-1.9071, 0.2838, -2.5119], [-0.9583, 0.2089, -0.4725], [-0.2712, -1.0511, -0.6684], [1.2082, -0.8697, -0.4624], [1.8841, -1.5467, 0.5407], [3.2385, -1.3537, 0.7411], [3.9509, -0.4592, -0.0565], [5.3174, -0.2515, 0.1660], [5.9514, -0.6733, 1.4037], [7.2857, 0.0734, 1.4062], [7.5882, 0.2239, -0.0786], [6.2149, 0.2527, -0.7327], [5.9807, 0.6364, -1.8539], [3.2713, 0.2293, -1.0622], [1.9223, 0.0181, -1.2592], [-1.1108, 3.0738, -0.3597], [-1.5143, 3.2646, 1.1094], [-2.2245, 2.0631, 1.7071], [-1.9171, 1.5706, 2.7781], [-5.5191, -0.2062, -2.8198], [-3.9430, -1.0323, -2.8783], [-5.4295, -1.9412, -2.4412], [-3.7258, -3.0572, -1.5059], [-2.4111, -4.3505, 0.0873], [-1.8405, -3.4039, 2.3009], [-2.6127, -1.1279, 2.8832], [-4.1188, 0.6305, 2.5312], [-5.1210, 0.7277, 1.0545], [-3.8725, 3.1998, -0.2799], [-4.1812, 1.5592, -0.8896], [-2.3437, 2.6884, -2.1100], [-0.8386, 0.6464, 0.4271], [-0.4883, -1.3629, -1.6944], [-0.6643, -1.7996, 0.0242], [1.3481, -2.2404, 1.1722], [3.7331, -1.9117, 1.5201], [5.3253, -0.4115, 2.2593], [6.1120, -1.7589, 1.3991], [8.0573, -0.4691, 1.9485], [7.1636, 1.0551, 1.8654], [8.1529, 1.1192, -0.3301], [8.1284, -0.6400, -0.4722], [3.8073, 0.9168, -1.6936], [1.4090, 0.5518, -2.0460], [-1.0169, 4.0576, -0.8232], [-0.1273, 2.6030, -0.4153], [-2.2065, 4.1072, 1.1913], [-0.6426, 3.4903, 1.7243]]
}

=====

It is #P that is the least stable of them.